DFT (ωB97M-V/def2-TZVPD) results for 2 unconnected molecules or ions with the total composition C4H8O3.

The geometry in XYZ format:
```
15
Properties=species:S:1:pos:R:3:forces:R:3
C -0.792 -1.752 0.411 -0.05 -0.16 -0.02
C -0.628 -0.364 0.959 -0.10 -0.09 0.32
O -0.797 -0.098 2.129 -0.15 -0.12 -0.44
C -0.340 0.762 -0.007 -0.41 0.15 0.15
O 0.238 0.294 -1.229 -0.04 0.10 -0.06
C 0.724 1.254 -2.037 0.03 0.36 0.05
O 0.823 2.418 -1.759 -0.11 -0.55 -0.16
H 0.157 -2.287 0.528 -0.04 0.06 -0.01
H -1.045 -1.759 -0.649 0.02 0.04 0.06
H -1.555 -2.274 0.990 0.11 0.02 0.00
H -1.359 1.125 -0.205 0.20 0.34 -0.22
H 0.247 1.565 0.443 -0.12 -0.24 -0.03
H 1.008 0.808 -3.003 0.06 0.04 0.20
H 1.391 0.114 1.969 0.38 0.05 0.05
H 1.928 0.194 1.462 0.22 -0.02 0.09
```
Forces are in eV/Å.

HOMO energy, eV: -10.16
Structure (SMILES): CC(=O)COC=O.[H][H]
HOMO-LUMO gap, eV: 10.923
Multiplicity: 1
E_LUMO, eV: 0.8
Energy relative to the best compared isomer or geometry (same formula, charge and spin), kcal/mol: 49.5